1.
Formula: C40H87BrN7O15PS7
Source: the Open Molecules 2025 dataset
Level of theory: ωB97M-V/def2-TZVPD

The value obtained for the lowest unoccupied orbital energy is -0.001 Ha. Its HOMO energy is -7.767 eV. The calculation puts the HOMO-LUMO gap at 0.284 Eh.

```
158
C40H87BrN7O15PS7, DFT ωB97M-V/def2-TZVPD
C 1.0883 7.0140 4.4706
C 0.4268 6.2470 3.3386
O 0.1206 6.7679 2.2928
O 0.2568 4.9129 3.5989
C -0.9689 4.3812 3.0799
C -1.0512 2.9255 3.6016
C 0.0828 2.1322 2.9349
C 0.1036 0.5902 3.1853
C -0.1684 0.2639 4.6753
C -1.5150 -0.3760 5.0671
C -2.6616 0.5900 5.4107
Br -1.1120 -1.3580 6.7438
O 1.5122 0.3154 2.9905
C 1.7981 -1.0319 2.6883
C 3.3011 -1.2686 2.8969
C 4.1825 -0.0003 2.7031
O 5.4086 -0.3757 2.0571
C 4.6042 0.5511 4.0850
N 5.4969 1.7127 3.9149
C 1.2499 -1.5151 1.2972
C 2.3621 -1.2295 0.2379
O 2.7355 -0.0396 0.0851
O 2.7706 -2.1712 -0.4250
P 0.8518 -3.3232 1.5353
N 2.2172 -4.0303 1.7803
O 0.1639 -4.0462 0.2598
O -0.0996 -3.6453 2.8370
N 0.0976 -0.5987 0.9563
C -0.6758 -1.0140 -0.2529
C -0.8002 0.1030 -1.3414
C 0.1493 -0.1697 -2.5386
C -0.0401 0.9764 -3.5686
N 0.1403 2.3133 -2.9796
C 1.4981 2.7465 -2.9486
N 1.9354 3.6721 -3.7085
N 2.3359 2.1223 -2.0158
C -0.7280 -0.2434 2.1616
C -2.1240 0.2651 1.8216
C -3.2202 -0.5060 2.2455
C -4.4547 -0.0042 1.8574
C -4.5012 1.1710 1.1513
N -3.5210 1.9523 0.7122
C -2.3598 1.4118 1.0796
H 0.4487 6.9439 5.3627
H 1.3145 8.0411 4.1927
H 2.0322 6.5425 4.7558
H -1.8576 4.9748 3.3195
H -0.8561 4.3063 1.9863
H -0.8973 3.0092 4.6871
H -2.0598 2.5299 3.4537
H 0.2072 2.3605 1.8652
H 1.0155 2.4853 3.3991
H -0.0156 1.1125 5.3541
H 0.6142 -0.4477 4.9716
H -1.8806 -1.1648 4.4106
H -3.2110 0.9607 4.5377
H -3.4009 0.1243 6.0731
H -2.2281 1.4426 5.9497
H 1.2808 -1.6550 3.4476
H 3.4226 -1.5674 3.9518
H 3.7279 -2.0862 2.3107
H 3.7158 0.7795 2.0925
H 5.2240 -0.3230 1.1096
H 5.1767 -0.2217 4.6163
H 3.7166 0.8439 4.6618
H 5.1090 2.3218 3.2041
H 6.3995 1.3739 3.6092
H 2.1827 -4.4702 2.6999
H -0.8056 -4.0448 0.3080
H 0.4449 -3.6609 3.6530
H 0.5703 0.2848 0.6895
H -1.6217 -1.5238 -0.0466
H -0.0520 -1.7619 -0.7681
H -1.8448 0.0737 -1.6806
H -0.5059 1.0782 -0.9372
H 1.1868 -0.2391 -2.1844
H -0.1735 -1.0869 -3.0528
H 0.5925 0.8409 -4.4590
H -1.0975 0.9103 -3.8718
H -0.4601 3.0074 -3.3979
H 1.1793 4.0000 -4.3049
H 1.8720 2.1351 -1.1098
H 3.1387 2.7350 -1.8966
H -0.8922 -1.2213 2.6449
H -3.1042 -1.4337 2.7989
H -5.3688 -0.5363 2.1082
H -5.5049 1.5341 0.8993
H -1.4709 1.9510 0.7407
C 4.2348 3.6967 -8.1366
S 4.0639 4.1648 -6.4057
O 2.7673 4.8741 -6.2743
C 5.3551 5.4192 -6.4296
H 3.4854 2.9397 -8.3591
H 4.0748 4.5680 -8.7730
H 5.2299 3.2835 -8.3044
H 5.1214 6.1766 -7.1789
H 6.3133 4.9493 -6.6534
H 5.3979 5.8809 -5.4451
C 5.1466 6.7794 3.1255
S 5.0189 7.2340 4.8612
O 3.7087 7.9191 5.0424
C 6.2873 8.5086 4.8146
H 4.4038 6.0108 2.9186
H 4.9534 7.6515 2.5002
H 6.1429 6.3841 2.9271
H 6.0202 9.2679 4.0791
H 7.2462 8.0565 4.5604
H 6.3504 8.9628 5.8016
C -6.5934 -0.0710 -2.0335
S -5.3130 -1.3346 -2.1339
O -4.0926 -0.7809 -1.4724
C -5.0676 -1.2112 -3.9046
H -6.8763 0.0463 -0.9886
H -6.2116 0.8762 -2.4166
H -7.4613 -0.3892 -2.6115
H -4.7850 -0.1914 -4.1695
H -5.9856 -1.4926 -4.4197
H -4.2713 -1.8947 -4.1892
C 3.3759 -4.7222 -3.6322
S 3.9050 -3.0052 -3.5117
O 3.7122 -2.3887 -4.8559
C 5.6588 -3.3695 -3.3386
H 2.2985 -4.7350 -3.7858
H 3.8718 -5.2051 -4.4760
H 3.6171 -5.2399 -2.7036
H 6.0061 -3.9402 -4.2015
H 5.8211 -3.9346 -2.4206
H 6.1975 -2.4257 -3.2842
C -4.2433 -5.6480 -5.4585
S -4.4482 -5.7358 -3.6735
O -4.8980 -4.3936 -3.2155
C -2.6956 -5.8710 -3.2910
H -5.2265 -5.5188 -5.9079
H -3.6097 -4.7988 -5.7163
H -3.7974 -6.5755 -5.8184
H -2.1626 -5.0075 -3.6902
H -2.3002 -6.7911 -3.7215
H -2.5841 -5.9002 -2.2088
C -0.9732 -5.9483 4.6108
S 0.3536 -5.2845 5.6268
O 1.2559 -4.5122 4.7161
C 1.1383 -6.8664 5.9587
H -1.5788 -5.1165 4.2543
H -0.5530 -6.4849 3.7597
H -1.5898 -6.6158 5.2128
H 1.4171 -7.3451 5.0197
H 0.4490 -7.4999 6.5167
H 2.0307 -6.6864 6.5552
C -9.0229 -2.5115 -5.2942
S -7.7076 -2.9974 -6.4219
O -6.9358 -1.7730 -6.7576
C -8.7850 -3.3545 -7.8176
H -8.5693 -2.2063 -4.3528
H -9.5826 -1.6774 -5.7184
H -9.6838 -3.3608 -5.1199
H -9.3601 -2.4653 -8.0767
H -9.4542 -4.1752 -7.5582
H -8.1635 -3.6458 -8.6622
```

2.
Formula: C27H27BeOP
Source: the Open Molecules 2025 dataset
Level of theory: ωB97M-V/def2-TZVPD

The value obtained for the lowest unoccupied orbital energy (alpha / beta) is -0.022 / -0.039 Ha. Its HOMO energy (alpha / beta) is -7.446 / -6.103 eV. The calculation puts the HOMO-LUMO gap (alpha / beta) at 0.251 / 0.185 Eh.

```
57
C27H27BeOP, DFT ωB97M-V/def2-TZVPD
C -1.2637 -1.0123 -2.5916
C 1.6826 0.0544 -3.4271
C -0.7494 0.4383 -2.3534
H -2.2832 -0.9089 -3.0995
C 1.4888 1.4635 -3.4116
H 2.6870 -0.3392 -3.2294
H -1.3561 0.8604 -1.5418
H 2.3261 2.1034 -3.1959
C -0.9783 1.2991 -3.6390
H -1.8181 1.9902 -3.4693
H -1.3388 0.6845 -4.4814
C -0.3845 -1.6846 -3.6441
H -1.0626 -1.9813 -4.4766
H 0.0515 -2.6410 -3.3006
C 0.8188 -0.8774 -4.2554
H 0.4409 -0.4015 -5.1716
H 1.5262 -1.6179 -4.6708
C 0.2659 2.0762 -4.0437
H 0.3824 2.1180 -5.1375
H 0.1540 3.1353 -3.7606
Be 0.9018 0.7405 -2.1327
H -1.5394 -1.7040 -1.8056
O 1.2950 -0.0914 -0.7040
C 0.4927 -0.9623 -0.3124
C 0.7373 -2.0443 0.5761
C 1.7019 -3.0293 0.2904
C 2.0220 -3.9618 1.2516
C 1.2972 -4.0136 2.4441
C 0.2205 -3.1505 2.6679
C -0.0489 -2.1228 1.7710
P -1.3180 -0.9083 2.2041
C -1.0800 -0.6898 4.0364
C -2.2107 -0.3385 4.8053
C -2.0927 -0.1083 6.1783
C -0.8476 -0.2300 6.8098
C 0.2774 -0.5686 6.0567
C 0.1653 -0.7844 4.6773
C -0.6534 0.7318 1.7168
C 0.6457 1.1371 2.0258
C 1.0660 2.4241 1.6801
C 0.1997 3.2888 1.0132
C -1.0987 2.8810 0.6889
C -1.5311 1.6045 1.0494
H 2.2301 -3.0459 -0.6533
H 2.8964 -4.5927 1.1532
H 1.5398 -4.7304 3.2321
H -0.3261 -3.1801 3.6158
H -3.1811 -0.2338 4.3159
H -2.9692 0.1751 6.7645
H -0.7546 -0.0555 7.8836
H 1.2564 -0.6529 6.5335
H 1.0645 -1.0389 4.1143
H 1.3292 0.4599 2.5398
H 2.0763 2.7420 1.9477
H 0.5311 4.2927 0.7518
H -1.7825 3.5588 0.1760
H -2.5495 1.2705 0.8275
```